(1)
C31H92N4O19 | the ωB97M-V functional and the def2-TZVPD basis

Element x y z (Å)
C (-18.78, 8.87, -14.14)
O (-19.85, 9.80, -14.15)
H (-17.87, 9.39, -13.84)
H (-19.06, 8.16, -13.36)
H (-18.64, 8.37, -15.10)
H (-20.09, 10.01, -13.25)
C (-18.49, 12.54, -10.13)
O (-19.07, 11.57, -9.22)
H (-18.27, 13.53, -9.73)
H (-17.50, 12.22, -10.45)
H (-19.15, 12.69, -10.99)
H (-18.41, 11.41, -8.53)
C (-15.16, 10.76, -14.30)
O (-15.96, 11.82, -13.62)
H (-15.42, 9.83, -13.78)
H (-15.36, 10.68, -15.37)
H (-14.09, 10.81, -14.10)
H (-16.73, 12.04, -14.15)
C (-19.46, 9.05, -17.74)
C (-18.03, 9.54, -17.93)
C (-17.47, 9.12, -19.32)
O (-17.40, 7.68, -19.44)
C (-17.02, 7.32, -20.73)
N (-17.97, 11.00, -17.73)
H (-20.11, 9.38, -18.55)
H (-19.93, 9.35, -16.81)
H (-19.61, 7.97, -17.80)
H (-17.44, 9.11, -17.12)
H (-16.44, 9.48, -19.40)
H (-18.05, 9.56, -20.13)
H (-17.77, 7.67, -21.45)
H (-17.04, 6.23, -20.78)
H (-16.01, 7.65, -20.98)
H (-18.25, 11.36, -18.63)
H (-16.99, 11.26, -17.72)
C (-20.32, 15.83, -12.25)
C (-20.12, 17.17, -11.51)
C (-19.78, 16.86, -10.06)
O (-18.53, 16.16, -9.97)
C (-18.08, 15.98, -8.64)
N (-19.16, 18.00, -12.29)
H (-19.59, 15.09, -11.92)
H (-20.14, 15.92, -13.32)
H (-21.34, 15.48, -12.10)
H (-21.00, 17.80, -11.41)
H (-20.59, 16.34, -9.55)
H (-19.58, 17.81, -9.57)
H (-18.03, 16.92, -8.09)
H (-17.06, 15.60, -8.64)
H (-18.75, 15.32, -8.08)
H (-18.80, 18.66, -11.62)
H (-18.36, 17.39, -12.32)
C (-16.93, 17.71, -15.42)
C (-16.16, 18.19, -14.10)
C (-15.70, 16.95, -13.26)
O (-16.83, 16.17, -12.81)
C (-16.38, 15.00, -12.12)
N (-14.98, 18.97, -14.45)
H (-17.70, 17.00, -15.10)
H (-16.30, 17.09, -16.05)
H (-17.33, 18.54, -16.00)
H (-16.75, 18.81, -13.42)
H (-15.23, 17.27, -12.33)
H (-14.90, 16.43, -13.77)
H (-16.14, 15.18, -11.07)
H (-15.48, 14.60, -12.60)
H (-17.18, 14.27, -12.22)
H (-14.21, 18.90, -13.79)
H (-14.54, 18.53, -15.25)
C (-18.24, 16.48, -18.77)
C (-19.67, 16.27, -18.43)
C (-20.52, 17.31, -19.05)
O (-20.07, 18.66, -18.64)
C (-21.02, 19.66, -18.93)
N (-20.12, 14.97, -19.01)
H (-17.66, 15.57, -18.69)
H (-17.76, 17.15, -18.06)
H (-18.16, 16.87, -19.79)
H (-19.77, 16.23, -17.34)
H (-21.53, 17.13, -18.69)
H (-20.66, 17.30, -20.13)
H (-21.11, 19.73, -20.02)
H (-20.69, 20.63, -18.54)
H (-21.99, 19.39, -18.52)
H (-21.12, 14.97, -18.87)
H (-20.17, 15.10, -20.01)
C (-23.39, 9.94, -13.77)
C (-23.06, 8.94, -14.89)
O (-22.98, 7.61, -14.40)
O (-24.79, 9.93, -13.41)
H (-23.11, 10.97, -13.99)
H (-22.82, 9.67, -12.88)
H (-22.10, 9.13, -15.37)
H (-23.80, 9.01, -15.68)
H (-22.54, 7.12, -15.10)
H (-25.00, 9.06, -13.07)
C (-18.22, 13.14, -21.26)
C (-19.41, 13.66, -22.08)
O (-19.90, 14.95, -21.74)
O (-18.52, 12.85, -19.90)
H (-17.42, 13.86, -21.40)
H (-17.91, 12.22, -21.75)
H (-20.27, 13.00, -21.95)
H (-19.15, 13.67, -23.14)
H (-19.34, 15.51, -22.28)
H (-18.95, 13.62, -19.53)
C (-15.38, 13.67, -17.26)
C (-14.37, 12.50, -17.65)
O (-15.12, 11.34, -17.87)
O (-14.68, 14.92, -17.20)
H (-15.74, 13.46, -16.25)
H (-16.21, 13.86, -17.94)
H (-13.64, 12.34, -16.85)
H (-13.80, 12.62, -18.57)
H (-14.51, 10.61, -17.76)
H (-14.01, 14.89, -16.51)
C (-22.49, 10.84, -17.96)
C (-21.73, 11.82, -18.89)
O (-22.61, 12.70, -19.64)
O (-23.07, 9.81, -18.75)
H (-23.26, 11.48, -17.54)
H (-21.78, 10.44, -17.24)
H (-21.03, 11.27, -19.51)
H (-21.11, 12.48, -18.29)
H (-22.96, 13.44, -19.13)
H (-22.66, 9.86, -19.62)
C (-18.80, 13.50, -15.59)
C (-20.11, 13.17, -14.89)
O (-20.95, 12.13, -15.42)
O (-17.94, 12.44, -15.37)
H (-18.45, 14.47, -15.25)
H (-19.10, 13.57, -16.64)
H (-20.72, 14.07, -14.79)
H (-19.97, 12.89, -13.85)
H (-20.46, 11.34, -15.17)
H (-18.06, 11.81, -16.09)
C (-23.86, 14.35, -15.75)
C (-22.98, 15.05, -16.84)
O (-23.43, 14.86, -18.17)
O (-25.11, 15.00, -15.51)
H (-23.33, 14.31, -14.80)
H (-24.01, 13.28, -15.93)
H (-22.02, 14.53, -16.93)
H (-22.81, 16.10, -16.62)
H (-24.09, 15.55, -18.23)
H (-25.20, 15.21, -14.58)

Summary:
**LUMO level**: 0.29 eV
**Orbital gap**: 9.58 eV
**ΔE to the lowest compared entry with this formula, charge and spin**: 1.6817 eV
**Total energy**: -78494.275 eV

Here are the Löwdin charges for atoms 1 to 99, given in e: C -0.102; O -0.138; H 0.070; H 0.089; H 0.073; H 0.094; C -0.138; O -0.119; H 0.045; H 0.076; H 0.070; H 0.066; C -0.108; O -0.154; H 0.059; H 0.056; H 0.069; H 0.001; C -0.046; C -0.370; C -0.163; O -0.184; C -0.135; N 0.077; H 0.067; H 0.051; H 0.086; H 0.130; H 0.112; H 0.123; H 0.087; H 0.088; H 0.086; H 0.047; H 0.038; C -0.049; C -0.399; C -0.195; O -0.217; C -0.127; N 0.063; H 0.058; H 0.063; H 0.078; H 0.129; H 0.130; H 0.117; H 0.083; H 0.085; H 0.088; H 0.065; H 0.023; C -0.031; C -0.383; C -0.188; O -0.226; C -0.089; N 0.022; H 0.055; H 0.058; H 0.077; H 0.116; H 0.118; H 0.113; H 0.081; H 0.082; H 0.077; H 0.061; H 0.060; C -0.037; C -0.405; C -0.176; O -0.185; C -0.120; N 0.072; H 0.067; H 0.066; H 0.093; H 0.141; H 0.109; H 0.132; H 0.082; H 0.089; H 0.081; H 0.048; H 0.033; C -0.212; C -0.245; O -0.064; O -0.070; H 0.106; H 0.110; H 0.086; H 0.119; H 0.082; H 0.078; C -0.218; C -0.219; O -0.082

=====

(2)
C41H34ClN2O2PTa | the ωB97M-V functional and the def2-TZVPD basis

Element x y z (Å)
Ta (0.05, -0.30, -0.17)
O (-1.68, -0.70, 0.31)
C (-3.02, -0.82, 0.16)
C (-3.72, -1.71, 0.95)
C (-5.09, -1.79, 0.76)
C (-5.74, -0.99, -0.18)
C (-5.01, -0.10, -0.94)
C (-3.63, 0.00, -0.78)
C (-2.87, 0.98, -1.55)
N (-1.60, 1.13, -1.52)
C (-1.06, 2.26, -2.30)
C (0.35, 2.56, -1.78)
N (0.98, 1.24, -1.73)
C (1.67, 0.96, -2.78)
C (1.99, -0.36, -3.27)
C (2.91, -0.55, -4.31)
C (3.08, -1.79, -4.87)
C (2.29, -2.86, -4.43)
C (1.35, -2.69, -3.43)
C (1.22, -1.44, -2.84)
O (0.35, -1.26, -1.84)
H (-3.20, -2.31, 1.68)
H (-5.67, -2.49, 1.36)
H (-6.81, -1.07, -0.31)
H (-5.51, 0.53, -1.67)
H (-3.48, 1.65, -2.17)
H (-1.71, 3.14, -2.24)
H (-0.99, 1.95, -3.35)
H (0.34, 3.01, -0.80)
H (0.87, 3.23, -2.47)
H (1.95, 1.78, -3.44)
H (3.49, 0.30, -4.66)
H (3.80, -1.94, -5.66)
H (2.41, -3.83, -4.89)
H (0.73, -3.51, -3.09)
C (4.93, 1.30, 5.52)
C (5.02, 1.34, 4.14)
C (3.97, 0.89, 3.36)
C (2.80, 0.40, 3.95)
C (2.72, 0.35, 5.34)
C (3.78, 0.80, 6.12)
P (1.47, -0.11, 2.82)
C (0.30, -1.05, 3.86)
C (-1.05, -0.69, 3.96)
C (-1.95, -1.50, 4.63)
C (-1.52, -2.69, 5.21)
C (-0.18, -3.06, 5.11)
C (0.71, -2.25, 4.43)
C (0.59, 1.42, 2.48)
C (0.44, 2.42, 3.45)
C (-0.39, 3.50, 3.23)
C (-1.11, 3.54, 2.04)
C (-0.95, 2.55, 1.08)
C (-0.05, 1.48, 1.23)
H (5.75, 1.64, 6.13)
H (5.92, 1.72, 3.67)
H (4.05, 0.92, 2.28)
H (1.83, -0.03, 5.82)
H (3.70, 0.76, 7.20)
H (-1.39, 0.24, 3.53)
H (-2.98, -1.20, 4.72)
H (-2.22, -3.32, 5.74)
H (0.16, -3.98, 5.56)
H (1.75, -2.56, 4.35)
H (0.98, 2.34, 4.39)
H (-0.50, 4.27, 3.97)
H (-1.81, 4.35, 1.86)
H (-1.57, 2.64, 0.20)
Cl (2.78, -0.33, -0.22)
C (3.12, -1.86, 0.61)
C (4.44, -2.16, 0.87)
C (4.71, -3.33, 1.57)
C (3.65, -4.13, 1.99)
C (2.34, -3.78, 1.70)
C (2.03, -2.62, 0.99)
C (0.62, -2.24, 0.68)
H (5.24, -1.50, 0.55)
H (5.73, -3.60, 1.80)
H (3.86, -5.04, 2.54)
H (1.53, -4.42, 2.03)
H (-0.01, -2.43, 1.55)
H (0.26, -2.90, -0.12)

Summary:
**LUMO level**: -3.06 eV
**Orbital gap**: 7.12 eV
**ΔE to the lowest compared entry with this formula, charge and spin**: 0.9610 eV
**Total charge**: +1
**Total energy**: -73503.359 eV

What are the Löwdin partial charges on each atom? They are as follows, in elementary charge units: Ta 1.762; O -0.258; C -0.255; C 0.017; C -0.044; C -0.062; C -0.018; C -0.128; C -0.059; N -0.031; C -0.170; C -0.184; N -0.116; C -0.101; C -0.185; C -0.019; C -0.065; C -0.046; C 0.015; C -0.317; O -0.278; H 0.122; H 0.115; H 0.111; H 0.120; H 0.143; H 0.128; H 0.132; H 0.090; H 0.125; H 0.143; H 0.122; H 0.110; H 0.115; H 0.125; C -0.076; C -0.076; C -0.101; C -0.358; C -0.090; C -0.071; P 1.084; C -0.366; C -0.082; C -0.081; C -0.080; C -0.073; C -0.110; C -0.426; C -0.076; C -0.064; C -0.071; C -0.146; C -0.275; H 0.107; H 0.106; H 0.085; H 0.106; H 0.108; H 0.103; H 0.107; H 0.106; H 0.108; H 0.108; H 0.108; H 0.110; H 0.108; H 0.071; Cl 0.811; C -0.551; C -0.094; C -0.068; C -0.065; C -0.042; C -0.354; C -0.289; H 0.111; H 0.111; H 0.110; H 0.122; H 0.057; H 0.074